No. 1
The following is a quantum chemistry calculation of 6 unconnected molecules or ions with the total composition C28H48F5NO11PS6 in a non-equilibrium geometry, from the OMol25 dataset.

Last column: Mulliken charge in e.
Element x y z (Å)
N 0.0512 -2.8504 2.3267  -0.509
P -1.6620 -2.4786 2.1642  0.543
O -1.8893 -1.5897 0.7661  -0.396
S -2.7233 -4.3961 2.0319  -0.198
C -2.9775 -4.9307 0.2817  0.770
F -3.6902 -4.0240 -0.4713  -0.227
F -3.7758 -6.0838 0.3403  -0.252
C -1.6792 -5.3169 -0.4481  -0.087
C -1.0782 -6.6547 -0.4165  -0.602
C 0.1368 -6.9864 -1.1595  -0.603
C 0.8042 -5.9624 -1.9766  -0.677
C 0.2157 -4.6233 -2.0125  0.048
C 0.8820 -3.5271 -2.9010  0.852
F 0.1452 -3.4690 -4.0790  -0.265
F 2.1575 -3.8432 -3.2686  -0.260
F 0.7993 -2.2755 -2.3375  -0.227
C -0.9870 -4.3097 -1.2697  0.009
H 0.4198 -2.8735 1.3639  0.247
H 0.0596 -3.8338 2.6447  0.349
H -1.7736 -0.6391 1.0170  0.378
H -4.0017 -4.0754 2.4710  0.319
H -1.5500 -7.4849 0.1658  0.405
H 0.5451 -8.0220 -1.0910  0.451
H 1.7294 -6.2497 -2.5320  0.479
H -1.4083 -3.2837 -1.3607  0.432
C 2.7237 0.7738 1.8103  -0.281
C 2.9624 2.2834 1.8397  -0.513
C 1.6314 2.9538 2.1963  -0.734
S 0.7180 1.7647 3.1756  1.129
O -0.4573 1.3630 2.4326  -0.559
O 0.6423 2.2242 4.5392  -0.678
C 1.9312 0.4539 3.0732  -0.825
H 3.6611 0.2161 1.7738  0.515
H 2.1380 0.5108 0.9231  0.066
H 3.7094 2.5183 2.6044  0.332
H 3.3442 2.6487 0.8826  0.260
H 1.7803 3.8612 2.7793  0.392
H 1.0442 3.1768 1.3051  0.389
H 1.4306 -0.5127 3.0344  0.271
H 2.5631 0.5145 3.9608  0.330
C -5.2276 4.1112 2.9885  -0.613
C -4.6188 5.1586 2.0513  -0.778
C -3.1330 5.2796 2.4021  -0.211
S -2.6426 3.6891 3.0678  1.388
O -2.2931 3.8606 4.4562  -0.732
O -1.7640 3.0254 2.1318  -0.623
C -4.2601 2.9334 2.9791  -0.824
H -6.2261 3.8117 2.6674  0.378
H -5.3063 4.5220 3.9991  0.273
H -4.7266 4.8264 1.0149  0.294
H -5.1234 6.1214 2.1399  0.357
H -2.5299 5.5047 1.5243  0.431
H -2.9639 6.0328 3.1710  -0.125
H -4.3993 2.2558 3.8202  0.423
H -4.3191 2.3830 2.0385  0.341
C 4.6637 1.1666 -4.3439  -0.705
C 3.8840 -0.0044 -3.7377  -0.535
C 4.2092 -0.0465 -2.2417  -0.461
S 4.6071 1.6365 -1.7680  1.203
O 5.9932 1.6900 -1.3806  -0.727
O 3.5539 2.1564 -0.9232  -0.712
C 4.4449 2.3433 -3.3998  -0.749
H 4.3268 1.3971 -5.3550  0.357
H 5.7274 0.9172 -4.3905  0.320
H 2.8118 0.1613 -3.8769  0.245
H 4.1341 -0.9498 -4.2212  0.331
H 3.3607 -0.3951 -1.6539  0.133
H 5.0817 -0.6678 -2.0389  0.425
H 5.1730 3.1418 -3.5311  0.424
H 3.4321 2.7388 -3.4922  0.346
C 0.3817 -8.9158 -7.4126  -0.601
C -0.5595 -7.8683 -6.8100  -0.671
C -0.7578 -8.2249 -5.3338  -0.470
S 0.7293 -9.0859 -4.8229  1.090
O 0.3857 -10.4471 -4.5010  -0.663
O 1.4773 -8.2478 -3.9104  -0.592
C 1.5284 -9.0630 -6.4193  -0.713
H 0.7417 -8.6176 -8.3976  0.350
H -0.1455 -9.8679 -7.5192  0.302
H -0.1020 -6.8783 -6.8915  0.286
H -1.5136 -7.8317 -7.3372  0.340
H -0.8891 -7.3357 -4.7178  0.225
H -1.6019 -8.9006 -5.1949  0.382
H 2.1038 -9.9767 -6.5581  0.402
H 2.1886 -8.1946 -6.4489  0.343
C -0.8035 8.6087 5.9195  -0.700
C -2.0483 9.4712 5.6882  -0.620
C -1.8772 10.1717 4.3362  -0.633
S -0.8340 9.1013 3.3470  1.159
O 0.4137 9.7775 3.0971  -0.676
O -1.6210 8.5195 2.2834  -0.629
C -0.5645 7.8662 4.6103  -0.253
H -0.9384 7.9175 6.7521  0.361
H 0.0524 9.2501 6.1476  0.320
H -2.9347 8.8309 5.6619  0.281
H -2.1923 10.1958 6.4906  0.325
H -2.8314 10.3116 3.8306  0.337
H -1.3697 11.1302 4.4436  0.363
H 0.4420 7.4606 4.5230  0.415
H -1.3024 7.0752 4.4666  -0.012

HOMO energy = -11.16 eV
E_LUMO = -3.95 eV
orbital gap = 7.22 eV
multiplicity = 1
net charge = +1

=====

No. 2
The following is a quantum chemistry calculation of a single C2H3N3OS molecule in a non-equilibrium geometry, from the OMol25 dataset.

Last column: Mulliken charge in e.
Element x y z (Å)
C -0.7403 -0.4431 0.0037  0.442
C 1.3081 -1.2249 0.0142  0.071
H -2.8073 1.0431 -0.1859  0.190
H 2.1799 -1.9763 -0.1779  0.325
H 0.8415 2.1783 -0.0088  0.345
N 0.0103 -1.5642 -0.0239  -0.608
N 1.4790 0.0583 0.1016  -0.734
N 0.2239 0.4525 0.2844  0.623
O 0.0114 1.8412 -0.0781  -0.419
S -2.5064 -0.3648 0.0708  -0.235

HOMO energy = -9.48 eV
E_LUMO = 0.46 eV
orbital gap = 9.94 eV
multiplicity = 1
net charge = 0
SMILES string = On1ncnc1S

=====

No. 3
The following is a quantum chemistry calculation of a single C6H13N molecule in a non-equilibrium geometry, from the OMol25 dataset.

Last column: Mulliken charge in e.
Element x y z (Å)
C 1.8045 0.3576 0.4063  -0.406
C 0.8004 -0.7599 0.4156  -0.591
C -0.6319 -0.3009 0.8539  -0.904
C -2.4697 1.2018 0.2200  -1.037
C -1.5161 0.3472 -0.1781  0.953
C -1.5257 -0.3266 -1.5523  -1.376
N 3.1778 -0.1779 0.3666  -0.592
H 1.5338 1.0998 -0.3470  0.280
H 1.6231 0.8387 1.3865  0.196
H 0.5929 -1.2759 -0.5337  0.313
H 1.1790 -1.5674 1.0600  0.343
H -0.4469 0.3654 1.7021  0.360
H -1.0873 -1.1838 1.3020  0.303
H -2.4520 1.4009 1.2833  0.294
H -3.0067 1.8002 -0.5022  0.328
H -1.2312 -1.3715 -1.5158  0.341
H -0.7185 0.1304 -2.1423  0.306
H -2.5165 -0.1101 -1.9419  0.411
H 3.7929 0.5128 -0.0353  0.242
H 3.0980 -0.9807 -0.2476  0.236

HOMO energy = -9.14 eV
E_LUMO = 1.00 eV
orbital gap = 10.14 eV
multiplicity = 1
net charge = 0
SMILES string = C=C(C)CCCN

=====

No. 4
The following is a quantum chemistry calculation of a molecular structure, C44H42As2N2OPdTe in a non-equilibrium geometry, from the OMol25 dataset.

Last column: Mulliken charge in e.
Element x y z (Å)
Pd -0.8585 0.7124 -0.3489  -0.746
O -2.6049 1.3093 0.8543  -0.201
C -3.8272 1.4578 0.4414  0.108
C -4.6254 2.5098 0.9568  -0.688
C -5.9471 2.6578 0.6068  -0.612
C -6.5496 1.7870 -0.3014  -0.920
C -5.7996 0.7586 -0.8310  -0.623
C -4.4609 0.5732 -0.4751  0.219
C -3.7116 -0.5258 -1.0637  0.120
N -2.4378 -0.5471 -1.4200  0.263
C -2.1928 -1.7799 -1.9760  -0.453
C -3.3297 -2.5205 -1.9640  -1.000
N -4.2788 -1.7195 -1.3767  0.013
H -4.1556 3.1932 1.6533  0.496
H -6.5297 3.4655 1.0342  0.428
H -7.5826 1.9170 -0.5943  0.385
H -6.2485 0.0995 -1.5672  0.454
H -1.2307 -2.0295 -2.3900  0.617
H -3.5300 -3.5225 -2.2986  0.465
H -5.2354 -1.9647 -1.1973  0.249
C 1.3461 -2.3810 -1.1017  -1.317
C 1.2863 -0.8983 -1.4471  1.727
As 2.5182 0.5201 -0.7424  0.515
C 4.0895 -0.5049 -0.1545  0.275
C 4.5776 -1.5820 -0.8886  -0.541
C 5.7873 -2.1770 -0.5583  -0.689
C 6.5391 -1.6840 0.4965  -0.504
C 6.0784 -0.5907 1.2180  -0.638
C 4.8667 -0.0042 0.8902  -0.433
C 1.6161 0.7798 0.9901  0.809
C 1.8907 -0.0259 2.0895  -0.165
C 1.1206 0.0411 3.2420  -0.542
C 0.0649 0.9365 3.3228  -0.770
C -0.1607 1.8238 2.2881  -0.068
C 0.5958 1.7582 1.1079  -1.394
As 1.5144 -3.0721 0.7609  0.268
C 1.4204 -4.9221 0.1111  0.146
C 0.2590 -5.5177 -0.3730  -0.127
C 0.2840 -6.8126 -0.8688  -0.669
C 1.4751 -7.5256 -0.9012  -0.480
C 2.6403 -6.9388 -0.4312  -0.534
C 2.6086 -5.6473 0.0760  -0.565
C -0.3016 -2.9271 1.4857  -0.664
C -1.1438 -1.8281 1.3507  0.722
C -2.3569 -1.7648 2.0210  -0.860
C -2.7487 -2.8047 2.8485  -0.875
C -1.9119 -3.9014 3.0138  -0.755
C -0.6995 -3.9536 2.3470  -0.601
H 2.1974 -2.8434 -1.6028  0.770
H 0.4581 -2.8687 -1.5135  0.589
H 0.2806 -0.4970 -1.1610  -1.589
H 1.3243 -0.7974 -2.5351  0.604
H 4.0223 -1.9564 -1.7407  0.363
H 6.1458 -3.0247 -1.1289  0.426
H 7.4886 -2.1374 0.7511  0.397
H 6.6696 -0.1962 2.0348  0.392
H 4.5149 0.8527 1.4550  0.435
H 2.7271 -0.7068 2.0515  0.465
H 1.3479 -0.6181 4.0708  0.364
H -0.5668 0.9578 4.2014  0.361
H -0.9296 2.5765 2.3818  0.304
H 0.5579 2.6031 0.4215  0.867
H -0.6782 -4.9723 -0.3554  0.379
H -0.6284 -7.2705 -1.2303  0.397
H 1.4911 -8.5364 -1.2882  0.373
H 3.5728 -7.4885 -0.4543  0.388
H 3.5173 -5.1908 0.4549  0.375
H -0.8822 -0.9716 0.7155  1.702
H -2.9850 -0.8888 1.9083  0.437
H -3.6941 -2.7577 3.3742  0.439
H -2.2032 -4.7113 3.6712  0.393
H -0.0453 -4.8055 2.4961  0.514
C 1.0051 7.9836 -0.1993  -1.487
C 0.6850 6.6194 -0.7462  0.725
C -0.5966 6.0943 -0.6617  -1.186
C -0.9137 4.8431 -1.1774  1.283
C -2.3250 4.3512 -1.0467  -1.164
C 0.0934 4.0707 -1.7855  -0.692
Te -0.4076 2.1509 -2.5889  0.160
C 1.3922 4.5910 -1.8856  1.664
C 2.5397 3.8616 -2.5353  -1.788
C 1.6615 5.8512 -1.3603  -0.805
H 0.0968 8.5125 0.0862  0.344
H 1.5341 8.5843 -0.9403  0.367
H 1.6470 7.9032 0.6805  0.309
H -1.3782 6.6800 -0.1897  0.253
H -2.9462 5.0733 -0.5180  0.393
H -2.3330 3.4170 -0.4901  -0.201
H -2.7707 4.1574 -2.0237  0.384
H 3.1439 3.3525 -1.7833  0.205
H 3.1837 4.5707 -3.0564  0.494
H 2.1963 3.1108 -3.2433  0.352
H 2.6701 6.2434 -1.4485  0.400

⟨S²⟩ = 2.02
HOMO energy (alpha / beta) = -7.10 / -7.07 eV
E_LUMO (alpha / beta) = 0.50 / -1.48 eV
orbital gap (alpha / beta) = 7.60 / 5.58 eV
multiplicity = 3
net charge = 0

=====

No. 5
The following is a quantum chemistry calculation of a molecular structure, C38H40BN13OS2Y, from the OMol25 dataset.

Last column: Mulliken charge in e.
Element x y z (Å)
Y -0.3597 -0.2830 -0.0268  1.177
C -0.8995 3.3379 1.3016  -0.809
C 0.4449 2.7212 1.5336  0.209
C 1.5088 3.3550 2.1573  -2.194
C 2.5660 2.4820 2.0316  0.393
N 2.1638 1.3911 1.3784  0.158
N 0.8311 1.5123 1.0668  1.314
B 2.9400 0.1321 0.8697  0.177
N 2.3412 -1.1100 1.5896  0.664
C 2.9815 -1.8012 2.5335  -0.113
C 2.1655 -2.8272 2.9552  -1.871
C 1.0030 -2.7036 2.2026  0.317
C -0.1409 -3.6708 2.2482  -0.857
N 1.0947 -1.6307 1.3837  0.519
N 2.7321 0.0632 -0.6732  0.861
C 3.6185 0.4670 -1.5852  -0.051
C 3.0635 0.3241 -2.8404  -1.703
C 1.7845 -0.1698 -2.6121  0.470
C 0.7230 -0.4313 -3.6335  -1.258
N 1.5939 -0.3618 -1.2959  0.949
N 4.4384 0.1130 1.1188  0.674
C 5.3210 0.7480 1.9513  -0.348
C 6.5217 0.1133 1.8521  -0.968
C 6.3026 -0.9383 0.9301  0.438
C 7.2870 -1.9680 0.4577  -1.360
N 5.0546 -0.9485 0.4990  -1.015
H -0.7900 4.4212 1.2862  0.513
H -1.6076 3.0873 2.0902  0.146
H -1.3187 3.0252 0.3464  -0.112
H 1.5136 4.3354 2.6119  0.553
H 3.5811 2.6095 2.3503  0.312
H 3.9863 -1.5424 2.8374  0.487
H 2.3920 -3.5925 3.6835  0.550
H 0.2192 -4.6141 2.6560  0.492
H -0.5412 -3.8698 1.2579  0.046
H -0.9494 -3.3280 2.8973  0.097
H 4.5944 0.8246 -1.2933  0.562
H 3.5186 0.5568 -3.7928  0.581
H 1.0986 -1.0969 -4.4091  0.533
H 0.4272 0.4970 -4.1249  0.142
H -0.1677 -0.8834 -3.1992  -0.028
H 5.0696 1.5980 2.5582  0.416
H 7.4432 0.3728 2.3539  0.476
H 8.3006 -1.6877 0.7381  0.382
H 7.2435 -2.0815 -0.6254  0.326
H 7.0723 -2.9416 0.9005  0.267
C -4.7668 2.7494 -0.4009  -1.960
C -3.7468 1.7322 -0.0050  0.217
N -2.8311 1.3008 -0.7948  0.930
N -2.7710 1.5904 -2.0644  -1.327
C -1.4402 1.7648 -2.4647  0.098
O -0.5002 1.3412 -1.7849  -1.074
C -1.2344 2.4563 -3.7242  0.623
C -2.2890 2.6576 -4.6258  -0.270
C -2.0459 3.3160 -5.8182  -0.814
C -0.7671 3.7824 -6.1024  -0.442
C 0.2818 3.5894 -5.2023  -0.903
C 0.0535 2.9240 -4.0158  -0.066
C -3.6744 1.1252 1.3701  1.564
C -4.9626 1.0373 2.0731  -0.741
C -5.2530 0.6191 3.3089  -0.974
C -4.3586 0.1329 4.3974  -1.247
C -2.2969 -0.1794 2.8282  0.228
N -2.5025 0.7386 1.6936  0.342
H -4.4104 3.3602 -1.2254  0.443
H -5.0393 3.3914 0.4355  0.470
H -5.6689 2.2254 -0.7378  0.390
H -3.2766 2.2812 -4.3956  0.521
H -2.8494 3.4649 -6.5294  0.438
H -0.5831 4.3041 -7.0347  0.412
H 1.2721 3.9634 -5.4329  0.446
H 0.8538 2.7611 -3.3024  0.395
H -5.8089 1.3587 1.4760  0.438
H -6.3074 0.6355 3.5718  0.421
H -4.6377 -0.9010 4.6267  0.435
H -1.2181 -0.2504 2.9691  -0.125
C -2.8640 0.2782 4.1688  -1.053
C -2.7148 -1.4756 2.1648  0.107
N -2.1523 -1.7349 1.0061  1.111
C -2.7170 -2.8236 0.3927  -0.641
C -3.7300 -3.3905 1.0931  -0.584
S -3.9760 -2.5431 2.5482  -0.245
C -2.0416 -3.3528 -0.7914  -0.274
C -2.3938 -4.4545 -1.4831  -0.592
S -1.1041 -4.9345 -2.4814  -0.186
C -0.1421 -3.6329 -1.9136  0.357
N -0.7859 -2.8304 -1.0925  0.462
C 1.3172 -3.6031 -2.2431  -0.821
H -2.5953 1.3325 4.2440  0.401
H -2.3241 -0.2304 4.9677  0.415
H -4.6213 0.6761 5.3101  0.652
H -4.3049 -4.2779 0.8659  0.498
H -3.3066 -5.0314 -1.4116  0.473
H 1.7785 -4.5209 -1.8765  0.497
H 1.8019 -2.7661 -1.7561  -0.373
H 1.4887 -3.5630 -3.3175  0.416

⟨S²⟩ = 0.76
HOMO energy (alpha / beta) = -13.02 / -13.02 eV
E_LUMO (alpha / beta) = -5.93 / -7.58 eV
orbital gap (alpha / beta) = 7.09 / 5.44 eV
multiplicity = 2
net charge = +2

=====

No. 6
The following is a quantum chemistry calculation of a single C4H8O2 molecule in a non-equilibrium geometry, from the OMol25 dataset.

Last column: Mulliken charge in e.
Element x y z (Å)
C 0.4414 -0.3724 -1.4445  -1.370
C -0.0769 0.2603 -0.1178  1.364
C -0.1604 -0.7741 0.9925  -0.758
C -0.8967 1.4257 0.0170  -0.658
H 0.7405 0.4670 -2.1338  0.371
H 1.3189 -1.0471 -1.3686  0.285
H -0.4074 -0.8589 -2.0180  0.303
H -0.7013 -0.3823 1.8789  0.375
H -0.6416 -1.6526 0.4189  0.273
H 1.5768 -0.6044 1.9628  0.306
H -1.5859 1.3613 0.8737  0.230
H -1.2430 2.0812 -0.8279  0.271
O 1.0959 -1.2731 1.4065  -0.505
O 0.5396 1.3694 0.3601  -0.486

HOMO energy = -9.84 eV
E_LUMO = 0.92 eV
orbital gap = 10.75 eV
multiplicity = 1
net charge = 0
SMILES string = C[C@]1(CO)CO1

=====

Number 1: total energy -5207.564096 Eh. Number 2: total energy -715.595649 Eh. Number 3: total energy -291.117342 Eh. Number 4: total energy -6754.015357 Eh. Number 5: total energy -3118.445013 Eh. Number 6: total energy -307.617345 Eh.